[1]
The following is a quantum chemistry calculation of a structure of composition C35H20ClIN6O9SSeTi at a distorted geometry, from the OMol25 dataset.

Computed properties:
- <S²>: 0.80
- Relative energy (zero: lowest compared OMol25 entry of this formula, charge and spin): 213.2 kJ/mol
- Strongest force on any atom: 3.36 eV Å⁻¹
- Spin multiplicity: 2
- Orbital gap (alpha / beta): 4.1 / 7.4 eV
- Net charge: -1

The geometry in XYZ format:
```
75
Properties=species:S:1:pos:R:3:lowdin_charge:R:1
Ti -0.704 -0.006 -0.365 1.178
O -4.521 -4.530 1.076 0.075
C -3.624 -3.544 0.870 -0.299
C -2.265 -3.806 0.667 0.069
C -1.431 -2.735 0.392 -0.151
N -1.898 -1.504 0.341 0.013
C -3.169 -1.221 0.578 -0.150
C -4.089 -2.223 0.832 0.088
C -3.380 0.286 0.434 -0.518
O -4.490 0.783 0.461 0.111
O -2.265 0.897 0.250 -0.095
C 0.064 -2.730 0.051 -0.537
O 0.770 -3.685 0.317 0.087
O 0.406 -1.637 -0.515 -0.065
H -4.095 -5.392 0.977 0.116
H -1.874 -4.814 0.681 0.132
H -5.134 -2.005 0.985 0.138
Se 6.738 0.800 -0.457 0.937
N 5.671 0.089 -1.698 -0.294
C 4.425 0.466 -1.438 -0.356
C 3.290 0.075 -2.213 -0.092
C 3.370 -0.685 -3.382 -0.004
C 2.211 -1.021 -4.049 -0.055
C 0.981 -0.592 -3.526 -0.118
N 0.871 0.130 -2.438 0.074
C 1.996 0.482 -1.780 -0.171
C 1.831 1.335 -0.654 -0.153
N 0.562 1.706 -0.335 -0.011
C 0.388 2.570 0.647 -0.142
C 1.443 3.084 1.403 -0.045
C 2.736 2.664 1.141 0.013
C 2.962 1.793 0.079 -0.090
C 4.261 1.318 -0.296 -0.354
N 5.375 1.619 0.357 -0.295
H 4.345 -0.977 -3.745 0.110
H 2.244 -1.593 -4.965 0.092
H 0.051 -0.824 -4.037 0.113
H -0.639 2.842 0.872 0.118
H 1.232 3.766 2.211 0.102
H 3.580 2.990 1.732 0.113
Cl -5.857 1.866 -5.139 0.675
C -4.613 1.207 -4.127 -0.608
C -4.560 -0.156 -3.950 -0.166
C -3.539 -0.692 -3.180 -0.589
I -3.328 -2.759 -2.902 1.011
C -2.566 0.070 -2.546 -0.393
O -1.608 -0.480 -1.873 -0.246
C -2.667 1.493 -2.685 -0.134
N -1.757 2.217 -2.016 0.132
C -1.827 3.525 -2.091 -0.104
C -2.781 4.199 -2.863 -0.043
C -3.697 3.474 -3.583 -0.025
C -3.690 2.068 -3.493 -0.161
H -5.291 -0.802 -4.412 0.094
H -1.094 4.070 -1.511 0.107
H -2.781 5.278 -2.900 0.100
H -4.432 3.968 -4.202 0.087
C 4.787 -1.382 5.006 -0.053
C 3.371 -1.075 4.607 -0.273
C 2.554 -2.044 4.034 -0.024
C 1.292 -1.716 3.566 -0.041
C 0.830 -0.421 3.694 -0.251
C 1.604 0.543 4.310 -0.052
C 2.870 0.215 4.767 -0.038
S -0.603 0.055 2.734 0.564
O -0.960 1.408 3.083 -0.280
O -1.638 -0.938 2.899 -0.260
O 0.026 -0.023 1.373 -0.392
H 5.048 -2.412 4.770 0.072
H 4.932 -1.212 6.073 0.077
H 5.470 -0.727 4.465 0.083
H 2.924 -3.053 3.920 0.112
H 0.663 -2.443 3.076 0.113
H 1.200 1.539 4.408 0.109
H 3.493 0.970 5.227 0.112
```

***

[2]
The following is a quantum chemistry calculation of a structure of composition C35H22F15GeN2OPSScSe2, from the OMol25 dataset.

Computed properties:
- Relative energy (zero: lowest compared OMol25 entry of this formula, charge and spin): 10.6 kJ/mol
- Strongest force on any atom: 0.46 eV Å⁻¹
- Orbital gap: 8.9 eV
- Net charge: +1

The geometry in XYZ format:
```
81
Properties=species:S:1:pos:R:3:lowdin_charge:R:1
Sc -0.375 0.406 0.560 0.183
Se -0.790 2.946 0.852 0.423
P -2.852 2.296 0.407 0.272
Se -2.942 0.095 0.214 0.427
C -3.945 2.863 1.720 -0.419
C -4.601 1.982 2.569 -0.100
C -5.424 2.485 3.568 -0.064
C -5.584 3.854 3.714 -0.062
C -4.927 4.733 2.861 -0.061
C -4.105 4.243 1.862 -0.087
C -3.432 3.051 -1.121 -0.415
C -2.586 3.762 -1.962 -0.094
C -3.096 4.322 -3.126 -0.061
C -4.437 4.170 -3.440 -0.059
C -5.280 3.455 -2.597 -0.060
C -4.782 2.893 -1.436 -0.085
H -4.473 0.915 2.447 0.063
H -5.942 1.804 4.229 0.111
H -6.227 4.241 4.493 0.112
H -5.058 5.800 2.973 0.112
H -3.594 4.924 1.192 0.114
H -1.539 3.877 -1.714 0.067
H -2.442 4.877 -3.784 0.112
H -4.832 4.610 -4.346 0.112
H -6.326 3.337 -2.846 0.113
H -5.436 2.334 -0.778 0.115
F 2.102 -3.051 -4.721 0.111
C 0.783 -3.040 -4.502 -0.207
C 0.283 -2.584 -3.295 -0.131
C -1.089 -2.647 -3.115 -0.223
F -1.623 -2.261 -1.947 0.053
C -1.945 -3.115 -4.092 -0.135
F -3.258 -3.166 -3.889 0.140
C -1.412 -3.544 -5.297 -0.124
F -2.215 -3.997 -6.247 0.155
C -0.045 -3.511 -5.507 -0.134
F 0.458 -3.934 -6.659 0.145
Ge 1.352 -1.870 -1.818 0.745
S 0.737 0.214 -1.516 0.320
C 3.266 -1.834 -2.178 -0.145
C 3.704 -1.073 -3.252 -0.241
F 2.808 -0.440 -4.014 0.093
C 5.043 -0.947 -3.572 -0.131
F 5.434 -0.218 -4.610 0.147
C 5.986 -1.587 -2.784 -0.124
F 7.273 -1.473 -3.067 0.157
C 5.586 -2.339 -1.693 -0.138
F 6.495 -2.934 -0.926 0.138
C 4.238 -2.452 -1.408 -0.221
F 3.901 -3.175 -0.327 0.089
C 0.958 -3.191 -0.394 -0.115
C 1.356 -4.493 -0.666 -0.223
F 2.031 -4.745 -1.794 0.116
C 1.084 -5.555 0.175 -0.126
F 1.490 -6.780 -0.117 0.158
C 0.375 -5.325 1.344 -0.120
F 0.106 -6.323 2.167 0.163
C -0.059 -4.046 1.643 -0.131
F -0.752 -3.810 2.753 0.143
C 0.243 -3.024 0.765 -0.171
F -0.246 -1.786 1.117 -0.036
C 4.240 0.297 3.582 -0.025
N 3.242 0.516 2.541 -0.108
C 3.602 0.036 1.211 -0.013
C 1.951 0.763 2.814 -0.439
O 1.056 0.376 1.995 -0.156
N 1.604 1.403 3.938 -0.111
C 2.460 2.398 4.577 -0.025
C 0.215 1.398 4.381 -0.018
H 4.734 -0.655 3.387 0.102
H 3.765 0.237 4.557 0.091
H 4.996 1.083 3.593 0.100
H 4.644 0.295 1.027 0.106
H 2.983 0.505 0.450 0.064
H 3.492 -1.050 1.148 0.096
H 3.312 2.630 3.945 0.092
H 2.809 2.063 5.554 0.100
H 1.878 3.310 4.712 0.102
H -0.285 0.494 4.046 0.095
H -0.324 2.269 4.005 0.079
H 0.207 1.413 5.470 0.102
```